This record from the OMol25 dataset describes a molecular structure, C22H19MoNO2S6. The level of theory is wB97M-V/def2-TZVPD.

Last column: Löwdin charge in e.
Positions of all 51 atoms, in Å:
Mo (0.13312, 0.12373, -0.07086)  0.787
O (-4.17332, 4.82326, 2.38187)  0.024
C (-3.36919, 4.00971, 2.07963)  -0.946
S (-3.60698, 2.23948, 2.32860)  1.013
C (-2.13542, 1.75825, 1.54202)  -1.103
C (-1.30525, 2.75009, 1.08555)  -1.090
S (0.15967, 2.32770, 0.32229)  0.728
S (-1.79016, 4.40353, 1.32205)  1.020
S (-1.68320, 0.11928, 1.39663)  0.656
O (2.02396, 0.58199, -0.91254)  -0.736
S (3.46824, 0.09883, -1.07879)  1.102
C (3.86399, -0.74592, 0.49734)  -0.228
C (2.75301, -0.63200, 1.49807)  -0.275
C (1.57844, -1.41262, 1.35958)  -0.158
C (0.63817, -1.42203, 2.39206)  -0.150
C (0.82113, -0.63432, 3.53088)  -0.067
C (1.94391, 0.15620, 3.63120)  -0.018
C (2.90695, 0.16188, 2.61380)  -0.003
C (3.37242, -1.31203, -2.22928)  -0.249
C (2.32749, -2.29387, -1.83031)  -0.292
C (2.66025, -3.46989, -1.16889)  -0.038
C (1.66401, -4.33599, -0.72529)  -0.040
C (0.32858, -4.03078, -0.93325)  -0.051
C (-0.01863, -2.87936, -1.63788)  -0.093
C (0.97751, -2.02337, -2.09822)  -0.130
H (4.76964, -0.26361, 0.86113)  0.106
H (4.09197, -1.78748, 0.27246)  0.098
H (1.52411, -2.18324, 0.59748)  0.082
H (-0.20132, -2.10369, 2.33188)  0.108
H (0.09550, -0.66223, 4.33204)  0.126
H (2.10224, 0.76147, 4.51391)  0.128
H (3.80134, 0.76094, 2.73058)  0.133
H (4.37853, -1.73457, -2.26002)  0.119
H (3.17288, -0.83503, -3.19035)  0.113
H (3.70085, -3.73039, -1.01269)  0.130
H (1.93805, -5.25371, -0.22239)  0.126
H (-0.44169, -4.70967, -0.59310)  0.122
H (-1.05363, -2.68429, -1.88429)  0.093
H (0.75215, -1.19471, -2.76123)  0.070
S (-1.22658, 0.25082, -1.98369)  0.689
C (-2.48510, 1.45699, -1.74003)  -0.635
N (-3.67045, 1.03451, -1.25553)  0.082
C (-4.73391, 1.83806, -1.07114)  -0.020
C (-4.63931, 3.16890, -1.39227)  0.002
C (-3.43644, 3.64481, -1.90662)  0.010
C (-2.35820, 2.78966, -2.08268)  -0.061
H (-3.74679, 0.05349, -1.00646)  0.158
H (-5.62477, 1.37471, -0.67261)  0.153
H (-5.49117, 3.81673, -1.24672)  0.137
H (-3.34022, 4.68914, -2.17378)  0.139
H (-1.41640, 3.14062, -2.48016)  0.130

Output
HOMO (spin up / spin down): -13.8 / -13.8 eV
ΔE to the lowest compared entry with this formula, charge and spin: 19.9 kcal/mol
Spin multiplicity: 1
Calculated total energy: -3511.79930 Eh
Orbital gap (spin up / spin down): 6.399 / 6.388 eV
Charge: +2
Max |F|: 0.0052 Eh/bohr